(1)
CHAuF3MgNO3S2 | ωB97M-V/def2-TZVPD

Geometry (Å):
Au  0.86100  3.60730  -1.32791
N  -0.74225  1.30378  -1.73787
S  0.68026  1.16211  -2.48516
O  1.64677  2.07924  -1.70091
S  -1.42668  2.84140  -1.28301
O  -1.41797  2.58948  0.84352
C  0.99859  -0.57089  -1.88592
F  0.11474  -1.37399  -2.46153
F  0.81383  -0.67915  -0.58555
F  2.21412  -0.96746  -2.21128
Mg  1.42620  2.06613  1.49039
O  -0.18519  1.06991  1.93911
H  -0.37590  0.16537  1.67884

Frontier orbital gap (alpha / beta) (eV): 6.7506 / 5.9124
Charge: +2
Relative energy (zero: lowest compared OMol25 entry of this formula, charge and spin) (kJ/mol): 454.3
E_HOMO (alpha / beta) (eV): -17.834 / -17.639
E_tot (Eh): -1749.898160
Spin multiplicity: 3

---

(2)
C27H76O11 | ωB97M-V/def2-TZVPD

Geometry (Å):
C  -1.11314  3.77715  -4.62448
C  -1.53672  2.74697  -3.55652
C  -1.36456  1.30071  -4.04251
O  -0.80506  2.95390  -2.36135
H  -0.79211  4.69360  -4.11924
H  -2.00602  4.15137  -5.13531
H  -0.39404  3.44993  -5.36880
H  -2.59609  2.93079  -3.36581
H  -1.61999  0.60139  -3.24060
H  -0.29758  1.11951  -4.19209
H  -1.98198  1.02020  -4.89288
H  -0.04653  3.54245  -2.51427
C  4.17622  -0.02366  -1.00800
C  5.64785  0.12814  -1.27380
C  6.10910  -0.79182  -2.42522
O  5.91736  1.45930  -1.76773
H  3.51888  0.19280  -1.85076
H  3.91565  0.72464  -0.24806
H  3.96489  -1.03036  -0.64293
H  6.24024  -0.07564  -0.37819
H  7.18683  -0.93364  -2.40552
H  5.79324  -0.37442  -3.37942
H  5.59190  -1.74820  -2.31559
H  5.59323  2.06183  -1.08428
C  -1.43438  -4.65792  -2.23674
C  -0.86822  -3.51266  -3.08300
C  -1.91508  -2.97724  -4.07617
O  -0.43828  -2.39212  -2.31209
H  -2.03520  -5.28432  -2.88783
H  -1.95250  -4.22063  -1.38052
H  -0.58740  -5.18606  -1.79686
H  -0.12390  -3.88897  -3.79108
H  -2.15266  -3.56124  -4.96675
H  -1.53007  -2.05053  -4.51955
H  -2.81256  -2.63678  -3.54522
H  -1.25083  -2.00821  -1.94969
C  -4.90829  0.52364  -2.52861
C  -3.80731  0.66223  -1.47826
C  -4.34376  0.64028  -0.05729
O  -2.96379  -0.50176  -1.59345
H  -4.66128  -0.24266  -3.26034
H  -5.25353  1.46522  -2.96250
H  -5.85476  0.16316  -2.09999
H  -3.19571  1.54675  -1.63564
H  -4.87060  -0.26451  0.24787
H  -5.06028  1.45744  0.08609
H  -3.54206  0.86020  0.65099
H  -3.29853  -1.22352  -1.05378
C  4.00714  -2.12779  2.60158
C  2.95991  -1.04222  2.33569
C  1.80369  -1.05570  3.37150
O  3.56599  0.23521  2.49430
H  3.57125  -2.87724  3.26971
H  4.88943  -1.74823  3.11276
H  4.26955  -2.67486  1.69547
H  2.54337  -1.30863  1.35779
H  2.01594  -0.51926  4.29387
H  1.41818  -2.06083  3.54856
H  0.95059  -0.52976  2.92057
H  2.85717  0.87403  2.65702
C  0.15634  -4.99353  1.28763
C  0.90246  -3.67613  1.08706
C  1.94005  -3.78359  -0.01407
O  -0.04946  -2.66427  0.69356
H  0.86821  -5.79476  1.51418
H  -0.48781  -5.34448  0.48682
H  -0.48032  -4.92290  2.17209
H  1.33418  -3.27575  2.00329
H  2.31470  -2.82427  -0.37146
H  1.43124  -4.25907  -0.86018
H  2.78953  -4.42810  0.22060
H  -0.09326  -2.63683  -0.27854
C  0.98669  4.08979  4.15952
C  0.67380  2.65545  3.71055
C  -0.81756  2.39624  3.58013
O  1.40222  2.36721  2.53141
H  0.64713  4.80297  3.40601
H  2.06756  4.18609  4.25253
H  0.48660  4.30042  5.10608
H  1.03519  1.96630  4.48505
H  -0.93717  1.41571  3.10573
H  -1.30289  3.12364  2.92710
H  -1.29261  2.32058  4.55629
H  0.82882  2.38542  1.74930
C  -2.47413  -0.94848  2.73727
C  -2.12471  -1.88119  3.87887
C  -3.34067  -2.10443  4.77137
O  -1.57709  -3.12973  3.52425
H  -2.75886  0.01297  3.17078
H  -3.39530  -1.30190  2.26068
H  -1.65032  -0.81992  2.03650
H  -1.38394  -1.33340  4.48347
H  -4.07637  -2.74674  4.27976
H  -3.81182  -1.14186  4.98250
H  -3.17583  -2.56264  5.74772
H  -0.88617  -3.03657  2.85969
C  2.60862  3.19706  -1.88818
O  1.88207  3.83125  -2.93287
H  2.01093  2.98525  -0.99780
H  3.02727  2.28331  -2.29340
H  3.42962  3.83001  -1.54008
H  1.76761  4.77379  -2.78305
C  0.30389  0.48033  -0.16848
O  -0.06916  1.83972  0.05708
H  -0.52051  -0.09682  -0.59248
H  1.17597  0.38685  -0.82523
H  0.59280  0.08290  0.80532
H  -0.32796  2.21295  -0.80750
C  -2.45729  4.91577  0.71246
O  -2.92749  4.34181  -0.52207
H  -1.36450  4.95184  0.70156
H  -2.87248  5.91860  0.74464
H  -2.77011  4.29579  1.55468
H  -2.33049  3.60593  -0.70320

Frontier orbital gap (eV): 10.2418
Relative energy (zero: lowest compared OMol25 entry of this formula, charge and spin) (kJ/mol): 114.7
E_HOMO (eV): -9.742
E_tot (Eh): -1901.862764
SMILES string: CC(C)O.CC(C)O.CC(C)O.CC(C)O.CC(C)O.CC(C)O.CC(C)O.CC(C)O.CO.CO.CO

---

(3)
C56H105F9O28 | ωB97M-V/def2-TZVPD

Geometry (Å):
C  2.34940  -5.51596  -5.58536
O  1.71122  -5.15744  -4.34861
C  0.37258  -4.77897  -4.57589
C  -0.48090  -5.07760  -3.24786
O  -0.18130  -4.14758  -2.17502
C  -1.13190  -3.90446  -1.21448
H  2.08278  -4.82922  -6.38873
H  2.13097  -6.54883  -5.85660
H  3.42911  -5.48890  -5.43839
H  -0.00590  -5.33877  -5.43116
H  0.34648  -3.71603  -4.81584
H  -0.36481  -6.06516  -2.80139
H  -1.50032  -4.85899  -3.56581
H  -1.98073  -3.34999  -1.61466
H  -0.63143  -3.16335  -0.59127
H  -1.37850  -4.77641  -0.60868
C  -1.02253  7.09468  -5.92396
O  -2.39896  6.80704  -5.61992
C  -2.97340  5.70633  -6.26536
C  -4.39880  5.35097  -5.75722
O  -4.27680  4.87684  -4.39219
C  -5.41979  4.35395  -3.84836
H  -0.51626  7.93552  -5.44986
H  -0.83621  7.31175  -6.97576
H  -0.38443  6.24145  -5.69391
H  -2.27551  4.88118  -6.12336
H  -3.06808  5.76168  -7.34983
H  -5.01024  4.58318  -6.23129
H  -5.09520  6.18866  -5.79456
H  -5.26251  3.95136  -2.84772
H  -5.66913  3.42374  -4.35889
H  -6.28814  5.00060  -3.72219
C  6.89383  -5.71448  -1.25390
O  6.14145  -5.18148  -0.11758
C  6.18779  -3.74061  0.00409
C  5.18495  -2.88440  -0.85223
O  5.76552  -2.69448  -2.10395
C  5.01097  -3.08699  -3.29791
H  7.94769  -5.67670  -0.97814
H  6.96596  -5.14538  -2.18074
H  6.62223  -6.75488  -1.43252
H  7.18534  -3.32905  -0.14956
H  5.96325  -3.55376  1.05422
H  5.01474  -1.92847  -0.35693
H  4.24330  -3.42868  -0.78039
H  4.80911  -4.14199  -3.48321
H  5.43726  -2.52964  -4.13203
H  3.97833  -2.73807  -3.29618
C  -3.40159  1.42479  3.21625
O  -3.67359  2.63406  3.96668
C  -2.66354  3.64174  3.72919
C  -2.69354  4.85732  4.63175
O  -3.92330  5.63142  4.31647
C  -3.94829  6.76314  5.22174
H  -3.90849  0.47765  3.40085
H  -2.32541  1.25474  3.24836
H  -3.84713  1.69845  2.25985
H  -2.70300  3.91926  2.67585
H  -1.79573  3.03247  3.98176
H  -1.78384  5.45656  4.59339
H  -2.67980  4.50508  5.66317
H  -3.86068  6.44276  6.25990
H  -4.83106  7.40197  5.24839
H  -3.09432  7.40551  5.00682
C  -5.42451  -0.76267  6.42334
O  -4.18944  -0.63463  5.72855
C  -3.56854  -1.91699  5.36962
C  -2.10851  -1.71522  5.01556
O  -1.93133  -1.42248  3.62595
C  -2.26112  -2.49810  2.77095
H  -5.40732  -1.56793  7.15775
H  -6.21112  -1.04162  5.72224
H  -5.58026  0.21095  6.88799
H  -4.12922  -2.30589  4.51963
H  -3.61706  -2.49830  6.29040
H  -1.56295  -2.57384  5.40702
H  -1.71085  -0.79473  5.44295
H  -2.10340  -3.40405  3.35616
H  -1.62495  -2.57474  1.88918
H  -3.29688  -2.60860  2.44985
C  0.34379  6.07303  2.12384
O  -0.09678  4.65567  2.29572
C  0.91215  3.68195  2.26424
C  0.68514  2.35681  2.91594
O  0.61023  2.51633  4.37617
C  0.84398  1.29056  5.05199
H  -0.55096  6.69418  2.16508
H  0.87362  6.44229  1.24575
H  0.89989  6.38689  3.00721
H  1.87151  4.06073  2.61675
H  1.07650  3.52175  1.19867
H  1.51112  1.69115  2.66546
H  -0.19657  1.81798  2.56901
H  0.61375  1.40501  6.11123
H  1.88345  0.99803  4.90357
H  0.20742  0.44508  4.79112
O  -3.35766  -3.11471  -6.03233
C  -2.71686  -2.09216  -5.89278
O  -2.25875  -1.30004  -6.97038
C  -1.73226  -0.10025  -6.47222
C  -1.53860  -0.27478  -4.94118
C  -2.44589  -1.43212  -4.52160
H  -2.28654  0.75880  -6.85025
H  -0.68789  -0.10735  -6.78421
H  -1.84321  0.63709  -4.42754
H  -0.46369  -0.36142  -4.78256
H  -3.41887  -1.10662  -4.15355
H  -1.92271  -2.05196  -3.79348
O  -5.36411  -1.43478  -2.55434
C  -5.81223  -1.27599  -1.42734
O  -5.03051  -1.09525  -0.16832
C  -5.86569  -1.19573  0.95762
C  -7.10125  -1.90264  0.48323
C  -7.26889  -1.38281  -0.96224
H  -6.12306  -0.20469  1.33140
H  -5.48908  -1.77514  1.80057
H  -7.89514  -1.59542  1.16401
H  -6.99455  -2.98613  0.43079
H  -7.64478  -0.36927  -1.10203
H  -7.82332  -1.97506  -1.69022
O  1.69575  0.70265  -5.62613
C  2.15808  1.08612  -4.53976
O  1.52000  2.01704  -3.87642
C  2.09630  2.33229  -2.60863
C  3.47972  1.70253  -2.64373
C  3.34244  0.62147  -3.66632
H  1.49666  1.84495  -1.83985
H  2.24347  3.35979  -2.27594
H  3.86325  1.33162  -1.69325
H  4.15700  2.48910  -2.97642
H  3.20630  -0.33050  -3.15318
H  4.22484  0.49286  -4.29317
O  4.65712  -9.58456  1.88109
C  3.96748  -8.77862  1.25052
O  4.07587  -7.47723  1.49601
C  3.29642  -6.68660  0.59452
C  2.18670  -7.61579  0.20256
C  3.01326  -8.95605  0.09509
H  3.90111  -6.42888  -0.27498
H  2.91405  -5.70326  0.86828
H  1.76185  -7.32159  -0.75715
H  1.36447  -7.68518  0.91476
H  3.61897  -9.06461  -0.80459
H  2.34802  -9.77449  0.37025
O  0.70776  5.53646  -1.48779
C  -0.52080  5.47493  -1.25632
O  -1.08094  6.57001  -0.75680
C  -2.44928  6.34385  -0.56104
C  -2.73060  4.86775  -0.84855
C  -1.53032  4.40478  -1.67239
H  -3.14262  6.98284  -1.10792
H  -2.69478  6.53367  0.48385
H  -3.70900  4.69897  -1.29839
H  -2.72025  4.33038  0.09973
H  -1.90034  4.43946  -2.69707
H  -1.17860  3.38528  -1.51424
C  -1.90927  0.92305  -0.33966
C  -0.85243  0.06483  -1.03075
O  0.03511  -0.21596  0.01888
C  1.23943  -0.76080  -0.17035
O  1.64834  -0.94213  -1.29831
C  2.00306  -1.14998  1.12410
F  1.31306  -1.29568  2.26536
F  2.77338  -2.19856  0.93864
F  2.71006  0.00263  1.37062
H  -2.34967  0.46537  0.54617
H  -2.70379  1.27287  -0.99879
H  -1.35732  1.76966  0.06862
H  -0.43557  0.48063  -1.94805
H  -1.34182  -0.87202  -1.29706
C  3.98355  6.25897  0.13631
C  4.33827  4.95401  -0.60156
O  5.00228  4.09628  0.30494
C  4.36224  3.09812  1.04363
O  3.34245  2.54617  0.60393
C  5.14193  2.69538  2.34003
F  5.25468  3.69848  3.16627
F  4.54440  1.61135  2.90458
F  6.36163  2.33321  1.95968
H  3.18757  6.16574  0.87511
H  3.76641  6.97162  -0.65936
H  4.81068  6.76878  0.63033
H  4.88540  5.16691  -1.51994
H  3.36268  4.54128  -0.85844
C  4.69967  -4.22475  3.97829
C  4.52551  -3.92987  5.48742
O  3.38930  -4.50085  6.10848
C  2.08333  -3.86194  5.88853
O  1.82342  -2.87141  5.20887
C  0.92682  -4.82136  6.48600
F  1.10154  -4.95449  7.75483
F  -0.35690  -4.41367  6.17097
F  1.06038  -6.01996  6.08341
H  3.87231  -3.80279  3.40775
H  4.80244  -5.29967  3.82967
H  5.58792  -3.65091  3.71405
H  4.58586  -2.88291  5.78462
H  5.37764  -4.31687  6.04617

Frontier orbital gap (eV): 9.3207
E_HOMO (eV): -9.063
E_tot (Eh): -5201.853528

---

(4)
C9H18Cl2N2O2PPmS | ωB97M-V/def2-TZVPD

Geometry (Å):
C  1.22862  -3.17247  -4.22190
C  0.72705  -2.15229  -3.29186
H  2.18689  -3.57751  -3.86502
H  1.35955  -2.72250  -5.21768
H  0.48679  -3.98327  -4.31958
O  1.12428  -1.92974  -2.12357
Cl  -0.61140  -1.11783  -3.91169
Pm  -0.08794  -0.08284  -1.18871
P  -1.06716  -1.68353  0.97981
C  -0.52168  -2.24584  2.61480
C  -2.76436  -1.15838  1.40491
H  -1.72935  -3.11850  -0.90698
H  -2.05388  -3.86191  0.69219
H  -0.38653  -3.83601  0.02537
C  -1.33161  -3.27885  0.10624
H  -3.25442  -0.72947  0.52444
H  -3.32977  -2.01989  1.77575
H  -1.20300  -3.03725  2.95589
H  -0.54300  -1.40821  3.32254
H  -2.72471  -0.37747  2.17295
H  0.50169  -2.63461  2.57126
C  1.19412  -0.09597  1.12145
O  1.92553  -0.14468  2.01937
Cl  -2.49831  0.63524  -1.56245
S  1.58393  1.97231  -1.54563
C  1.22401  3.01730  -0.22355
N  0.25339  3.95391  -0.17563
C  0.41937  4.88166  0.93911
C  1.61035  4.29931  1.69161
N  1.95139  3.12275  0.90535
H  -0.39484  4.08629  -0.94736
H  -0.46996  4.93307  1.57463
H  0.62158  5.89350  0.57167
H  1.35516  4.04629  2.72538
H  2.45779  4.99099  1.72201
H  2.76042  2.53639  1.08487

Frontier orbital gap (alpha / beta) (eV): 8.3921 / 8.5298
Charge: +2
Relative energy (zero: lowest compared OMol25 entry of this formula, charge and spin) (kJ/mol): 0.0
E_HOMO (alpha / beta) (eV): -15.681 / -15.752
E_tot (Eh): -2881.607332
Spin multiplicity: 5

---

(5)
C5H11NO | ωB97M-V/def2-TZVPD

Geometry (Å):
C  1.31518  -1.14645  -0.95503
C  -0.04924  -0.22993  -1.05190
C  -0.44934  0.40835  0.26100
C  -1.16114  -0.54500  1.21629
N  -1.28266  1.59845  0.07842
C  0.96041  0.80338  0.84163
O  1.50460  1.87780  0.58898
H  1.40857  -1.59772  -1.94666
H  1.16903  -1.95871  -0.23976
H  2.26039  -0.61488  -0.81884
H  -0.81702  -0.91278  -1.42748
H  0.16649  0.51656  -1.82259
H  -1.34090  -0.06549  2.18563
H  -2.12352  -0.87011  0.80582
H  -0.56758  -1.44267  1.41469
H  -1.62937  1.65325  -0.87776
H  -0.73080  2.45299  0.19076
H  1.36691  0.07295  1.55680

Frontier orbital gap (eV): 10.4783
Relative energy (zero: lowest compared OMol25 entry of this formula, charge and spin) (kJ/mol): 132.9
E_HOMO (eV): -9.512
E_tot (Eh): -327.080736
SMILES string: CC[C@](C)(N)C=O

---

(6)
C2H4BaO2 | ωB97M-V/def2-TZVPD

Geometry (Å):
C  0.24879  0.01016  -0.65726
C  1.05059  -1.08754  -0.28065
O  -0.51066  0.21395  0.42536
H  -0.24277  0.31620  -1.58039
H  1.06427  -1.86627  -1.05103
H  2.06729  -0.79363  0.00635
Ba  -3.24307  2.47887  1.49626
O  -0.72988  1.58554  0.67929
H  0.29542  -0.85727  0.96207

Frontier orbital gap (alpha / beta) (eV): 3.0633 / 5.8120
Charge: +1
Relative energy (zero: lowest compared OMol25 entry of this formula, charge and spin) (kJ/mol): 507.9
E_HOMO (alpha / beta) (eV): -8.591 / -11.477
E_tot (Eh): -254.046135
Spin multiplicity: 2